1.
{
  "formula": "C21H25BrCoN7O2S",
  "method": "ωB97M-V with the def2-TZVPD basis set",
  "total_charge": 2,
  "multiplicity": 1,
  "lumo_energy_ev": [-7.9, -7.9],
  "max_force_ev_per_a": 0.86,
  "molar_mass_g_mol": 578.38,
  "e_tot_ev": -155197.2395,
  "symbols": ["Co", "N", "C", "C", "C", "C", "C", "C", "S", "O", "O", "N", "C", "N", "C", "C", "C", "N", "H", "H", "H", "H", "H", "H", "H", "H", "H", "Br", "C", "C", "C", "N", "C", "C", "H", "H", "H", "H", "C", "C", "N", "C", "C", "N", "C", "C", "H", "H", "H", "H", "H", "H", "H", "H", "H", "H", "H", "H"],
  "positions_angstrom": [[0.081, 1.348, 0.533], [6.776, 3.213, -3.080], [5.718, 2.626, -2.491], [5.785, 2.222, -1.138], [4.714, 1.616, -0.537], [3.537, 1.420, -1.267], [3.441, 1.823, -2.603], [4.519, 2.421, -3.205], [2.255, 0.531, -0.565], [2.494, -0.866, -0.444], [0.944, 0.928, -1.208], [1.878, 1.233, 0.881], [1.666, 0.662, 2.141], [2.520, 0.027, 2.896], [2.043, -0.315, 4.099], [0.744, -0.041, 4.519], [-0.107, 0.586, 3.630], [0.362, 0.937, 2.430], [7.657, 3.289, -2.604], [6.765, 3.428, -4.062], [6.697, 2.382, -0.579], [4.790, 1.292, 0.495], [2.531, 1.658, -3.166], [4.453, 2.728, -4.241], [2.735, -0.830, 4.755], [0.408, -0.324, 5.505], [-1.146, 0.796, 3.851], [-4.811, -2.800, -1.042], [-3.533, -1.529, -0.575], [-3.774, -0.175, -0.777], [-2.801, 0.732, -0.417], [-1.633, 0.370, 0.130], [-1.408, -0.942, 0.313], [-2.319, -1.919, -0.022], [-4.702, 0.168, -1.211], [-2.964, 1.789, -0.582], [-0.447, -1.226, 0.734], [-2.082, -2.961, 0.141], [-1.507, 3.493, 1.264], [-1.793, 5.022, 1.268], [-0.907, 5.699, 0.340], [-1.031, 5.104, -0.980], [-0.535, 3.628, -0.967], [-0.286, 3.224, 0.446], [0.833, 4.058, 0.989], [0.466, 5.558, 0.801], [-2.335, 2.939, 0.824], [-1.322, 3.108, 2.265], [-1.641, 5.435, 2.264], [-2.829, 5.204, 0.986], [-0.436, 5.679, -1.689], [-2.071, 5.158, -1.299], [0.400, 3.492, -1.510], [-1.273, 2.945, -1.387], [1.740, 3.788, 0.453], [0.951, 3.785, 2.037], [1.128, 6.017, 0.068], [0.591, 6.093, 1.741]],
  "lowdin_charge": [0.626, 0.160, -0.284, 0.001, -0.048, -0.338, -0.051, -0.002, 0.727, -0.209, -0.318, -0.117, -0.408, 0.194, -0.036, 0.004, -0.043, 0.061, 0.120, 0.120, 0.126, 0.125, 0.122, 0.125, 0.135, 0.125, 0.137, 0.894, -0.666, -0.058, -0.089, -0.007, -0.090, -0.057, 0.124, 0.105, 0.125, 0.125, -0.099, -0.117, -0.144, -0.114, -0.091, -0.191, -0.092, -0.116, 0.096, 0.117, 0.134, 0.134, 0.134, 0.133, 0.126, 0.114, 0.120, 0.127, 0.134, 0.134]
}

2.
{
  "formula": "C21H25CaN3O6S4",
  "method": "ωB97M-V with the def2-TZVPD basis set",
  "total_charge": -2,
  "multiplicity": 1,
  "lumo_energy_ev": 4.4,
  "max_force_ev_per_a": 3.03,
  "molar_mass_g_mol": 583.79,
  "e_tot_ev": -100722.6089,
  "symbols": ["Ca", "S", "C", "N", "C", "C", "C", "C", "C", "C", "S", "H", "H", "H", "H", "N", "C", "C", "N", "H", "H", "H", "H", "H", "H", "H", "H", "O", "S", "O", "O", "C", "C", "C", "C", "C", "C", "S", "O", "O", "O", "H", "H", "H", "H", "C", "C", "C", "C", "C", "C", "H", "H", "H", "H", "H", "H", "H", "H", "H"],
  "positions_angstrom": [[0.783, -0.107, 0.452], [4.672, 2.272, -1.704], [3.189, 3.030, -1.788], [2.133, 2.885, -1.036], [1.088, 3.716, -1.358], [-0.131, 3.787, -0.683], [-1.092, 4.694, -1.097], [-0.862, 5.542, -2.178], [0.345, 5.490, -2.865], [1.309, 4.584, -2.452], [2.902, 4.318, -3.084], [-0.317, 3.134, 0.157], [-2.037, 4.738, -0.570], [-1.623, 6.252, -2.483], [0.528, 6.145, -3.709], [2.425, 1.172, 1.591], [3.797, 0.762, 1.843], [3.817, -0.759, 1.974], [3.220, -1.320, 0.773], [2.351, 2.144, 1.314], [1.830, 1.006, 2.399], [4.237, 1.209, 2.746], [4.398, 1.061, 0.981], [3.193, -1.039, 2.823], [4.842, -1.110, 2.171], [2.937, -2.285, 0.856], [3.782, -1.169, -0.054], [0.504, -3.018, 3.582], [0.211, -1.769, 2.893], [0.379, -1.896, 1.442], [0.891, -0.640, 3.488], [-1.566, -1.524, 3.085], [-2.261, -2.583, 3.658], [-3.637, -2.535, 3.798], [-4.332, -1.416, 3.363], [-3.648, -0.365, 2.777], [-2.265, -0.406, 2.628], [-1.568, 0.951, 1.645], [-2.609, 1.961, 1.646], [-1.366, 0.320, 0.341], [-0.325, 1.410, 2.235], [-1.678, -3.434, 3.983], [-4.165, -3.370, 4.243], [-5.408, -1.362, 3.480], [-4.155, 0.517, 2.412], [-2.242, -2.226, -2.509], [-0.828, -2.615, -2.977], [-0.730, -2.457, -4.498], [-0.557, -4.076, -2.585], [0.126, -1.730, -2.283], [0.843, -0.980, -1.633], [-3.003, -2.901, -2.921], [-2.468, -1.205, -2.818], [-2.282, -2.251, -1.419], [-1.486, -3.076, -4.995], [0.257, -2.756, -4.855], [-0.891, -1.415, -4.775], [-1.355, -4.731, -2.952], [-0.501, -4.154, -1.499], [0.392, -4.420, -3.001]],
  "lowdin_charge": [1.210, 0.376, -1.187, -0.007, -0.324, -0.014, -0.107, -0.137, -0.135, -0.528, 0.885, 0.084, 0.095, 0.080, 0.089, -0.098, -0.263, -0.276, -0.024, 0.067, 0.030, 0.103, 0.061, 0.091, 0.098, 0.072, 0.080, -0.339, 0.452, -0.482, -0.322, -0.208, -0.066, -0.091, -0.091, -0.065, -0.198, 0.428, -0.326, -0.438, -0.360, 0.101, 0.093, 0.094, 0.102, -0.068, -0.654, -0.080, -0.075, -0.232, -0.174, 0.068, 0.083, 0.081, 0.069, 0.074, 0.079, 0.068, 0.080, 0.073]
}

3.
{
  "formula": "C21H25CrN5O4S2Te",
  "method": "ωB97M-V with the def2-TZVPD basis set",
  "total_charge": -2,
  "multiplicity": 5,
  "lumo_energy_ev": [4.4, 4.4],
  "max_force_ev_per_a": 4.08,
  "molar_mass_g_mol": 655.19,
  "s2": 6.069,
  "e_tot_ev": -95209.0666,
  "symbols": ["Cr", "O", "C", "O", "C", "C", "C", "C", "C", "C", "S", "H", "H", "H", "H", "C", "C", "C", "C", "N", "C", "N", "N", "N", "H", "H", "H", "H", "H", "H", "H", "H", "H", "H", "C", "O", "H", "H", "H", "O", "S", "N", "C", "Te", "C", "C", "C", "C", "C", "C", "C", "H", "H", "H", "H", "H", "H", "H", "H"],
  "positions_angstrom": [[0.724, -0.791, -0.738], [0.681, 2.163, 2.010], [0.362, 1.744, 0.883], [1.000, 0.835, 0.279], [-0.786, 2.412, 0.174], [-0.831, 3.797, 0.249], [-1.839, 4.529, -0.351], [-2.832, 3.856, -1.048], [-2.812, 2.481, -1.128], [-1.798, 1.722, -0.521], [-1.931, -0.001, -0.563], [-0.056, 4.282, 0.825], [-1.863, 5.608, -0.270], [-3.633, 4.415, -1.520], [-3.599, 1.951, -1.650], [-2.991, -0.218, -4.830], [-2.123, 0.392, -5.925], [-2.180, 1.917, -5.909], [-0.655, -0.044, -5.788], [-0.112, 0.284, -4.508], [-0.233, -0.438, -3.389], [0.530, 0.113, -2.455], [1.100, 1.192, -3.034], [0.726, 1.297, -4.262], [-4.039, 0.021, -4.992], [-2.705, 0.167, -3.857], [-2.883, -1.299, -4.817], [-2.478, 0.035, -6.900], [-1.712, 2.293, -5.003], [-3.207, 2.276, -5.943], [-1.638, 2.315, -6.766], [-0.043, 0.467, -6.535], [-0.546, -1.126, -5.906], [-0.850, -1.301, -3.262], [0.178, -2.923, 1.280], [0.826, -1.741, 1.001], [0.874, -3.782, 1.205], [-0.660, -3.102, 0.589], [-0.231, -2.894, 2.306], [1.033, -2.460, -4.261], [1.301, -3.160, -2.928], [1.041, -2.329, -1.682], [2.348, -2.144, 3.843], [1.531, -0.303, 2.942], [2.245, 0.455, 4.935], [2.365, -0.700, 5.861], [2.408, -0.546, 7.242], [2.498, -1.642, 8.084], [2.555, -2.916, 7.548], [2.523, -3.079, 6.172], [2.419, -1.987, 5.319], [3.356, -2.287, 3.448], [1.772, -3.030, 3.585], [1.586, 1.207, 5.367], [3.225, 0.925, 4.819], [2.362, 0.453, 7.664], [2.510, -1.503, 9.160], [2.616, -3.782, 8.200], [2.570, -4.078, 5.754]],
  "mulliken_spin": [3.576, 0.008, 0.002, 0.002, 0.040, -0.002, 0.004, 0.001, -0.012, -0.018, 0.019, 0.000, 0.001, 0.000, -0.001, -0.002, 0.000, 0.000, 0.006, 0.002, 0.063, -0.066, 0.038, 0.000, 0.000, 0.002, 0.000, 0.000, 0.000, 0.000, 0.000, -0.001, -0.002, 0.028, 0.003, -0.017, 0.002, 0.005, 0.000, 0.148, 0.307, -0.157, -0.003, 0.018, 0.002, -0.001, 0.000, 0.000, 0.000, 0.000, 0.001, 0.000, 0.000, 0.000, 0.000, 0.000, 0.000, 0.000, 0.000]
}

4.
{
  "formula": "C21H25FN2O2S",
  "method": "ωB97M-V with the def2-TZVPD basis set",
  "total_charge": 0,
  "multiplicity": 1,
  "lumo_energy_ev": 0.6,
  "max_force_ev_per_a": 0.64,
  "molar_mass_g_mol": 388.51,
  "smiles": "COc1cccc(N2CCN(C(=O)CCSCc3ccccc3F)CC2)c1",
  "e_tot_ev": -42810.9384,
  "symbols": ["C", "O", "C", "C", "C", "C", "C", "N", "C", "C", "N", "C", "O", "C", "C", "S", "C", "C", "C", "C", "C", "C", "C", "F", "C", "C", "C", "H", "H", "H", "H", "H", "H", "H", "H", "H", "H", "H", "H", "H", "H", "H", "H", "H", "H", "H", "H", "H", "H", "H", "H", "H"],
  "positions_angstrom": [[3.029, -6.189, -2.142], [2.599, -4.854, -2.042], [1.307, -4.614, -1.671], [0.374, -5.592, -1.358], [-0.907, -5.201, -0.999], [-1.265, -3.873, -0.944], [-0.336, -2.875, -1.266], [-0.700, -1.537, -1.151], [0.309, -0.504, -1.184], [-0.209, 0.722, -0.419], [-1.459, 1.176, -0.977], [-1.727, 2.367, -1.561], [-2.802, 2.600, -2.080], [-0.631, 3.423, -1.499], [-0.421, 3.915, -0.065], [1.366, 4.038, 0.324], [1.296, 3.931, 2.156], [0.932, 2.550, 2.589], [1.814, 1.488, 2.412], [1.460, 0.200, 2.764], [0.207, -0.058, 3.301], [-0.689, 0.979, 3.490], [-0.315, 2.261, 3.131], [-1.200, 3.266, 3.325], [-2.461, 0.130, -0.986], [-1.934, -1.079, -1.757], [0.947, -3.269, -1.630], [4.068, -6.142, -2.462], [2.971, -6.704, -1.177], [2.447, -6.745, -2.885], [0.621, -6.641, -1.386], [-1.636, -5.958, -0.747], [-2.262, -3.604, -0.632], [1.209, -0.860, -0.683], [0.561, -0.209, -2.216], [0.549, 1.502, -0.439], [-0.382, 0.428, 0.624], [0.298, 3.022, -1.908], [-0.945, 4.248, -2.138], [-0.851, 3.218, 0.654], [-0.865, 4.898, 0.087], [2.300, 4.197, 2.483], [0.583, 4.676, 2.506], [2.784, 1.691, 1.982], [2.159, -0.608, 2.618], [-0.072, -1.064, 3.571], [-1.669, 0.812, 3.907], [-3.360, 0.530, -1.457], [-2.681, -0.159, 0.047], [-2.676, -1.875, -1.751], [-1.758, -0.780, -2.804], [1.703, -2.554, -1.910]],
  "lowdin_charge": [-0.094, -0.085, -0.276, -0.043, -0.085, -0.040, -0.223, -0.101, -0.137, -0.124, -0.051, -0.464, 0.057, -0.160, -0.446, 0.877, -0.402, -0.252, -0.052, -0.090, -0.085, -0.010, -0.242, 0.062, -0.109, -0.129, 0.051, 0.092, 0.094, 0.095, 0.098, 0.105, 0.103, 0.121, 0.137, 0.088, 0.116, 0.098, 0.120, 0.068, 0.084, 0.081, 0.083, 0.118, 0.106, 0.108, 0.119, 0.123, 0.133, 0.113, 0.138, 0.113]
}